Record 1
Formula: C5H10N2O
Source: the Open Molecules 2025 dataset
Level of theory: wB97M-V/def2-TZVPD

```
! wB97M-V def2-TZVPD RIJCOSX def2/J DEFGRID3
* xyz 0 1
C 0.779 1.407 3.274
O 0.045 0.348 2.627
H -0.271 -0.299 3.246
H 0.115 2.196 3.610
H 1.393 1.768 2.458
H 1.413 1.004 4.060
C -0.217 0.116 -3.412
C 0.213 -0.044 -0.898
C -0.339 -0.487 -2.057
C -0.922 -1.862 -0.463
N -0.187 -0.852 0.111
N -0.977 -1.664 -1.773
H 0.843 0.813 -0.701
H -0.113 -0.603 1.104
H -0.230 1.203 -3.382
H -0.944 -0.254 -4.129
H -1.414 -2.664 0.056
H 0.815 -0.126 -3.730
*
```

Results
- orbital gap (Ha) = 0.3125

Record 2
Formula: C5H10N2O
Source: the Open Molecules 2025 dataset
Level of theory: wB97M-V/def2-TZVPD

```
! wB97M-V def2-TZVPD RIJCOSX def2/J DEFGRID3
* xyz 0 1
O 0.764 -1.756 2.649
C 0.844 -0.545 2.420
C -0.259 0.047 1.660
C 0.213 1.054 0.601
C 0.121 0.346 -0.772
C -1.112 0.023 -1.174
N -1.432 -0.753 -2.319
N 1.366 0.310 -1.507
H 1.633 0.085 2.898
H -1.077 0.530 2.249
H -0.866 -0.780 1.139
H 1.342 1.222 0.746
H -0.209 2.077 0.542
H -1.999 0.291 -0.628
H -2.128 -1.455 -2.195
H -0.869 -0.732 -3.118
H 1.553 -0.260 -2.219
H 2.114 0.296 -0.972
*
```

Results
- orbital gap (Ha) = 0.3021

Record 3
Formula: C5H10N2O
Source: the Open Molecules 2025 dataset
Level of theory: wB97M-V/def2-TZVPD

```
! wB97M-V def2-TZVPD RIJCOSX def2/J DEFGRID3
* xyz 0 1
C -0.189 1.749 0.278
C 0.084 0.307 0.793
C 0.264 -1.883 0.077
C -1.225 -1.476 -0.616
C -0.347 0.599 -0.633
H 1.299 3.003 0.770
H 1.339 2.349 -0.789
H -1.083 2.090 0.813
H -0.709 0.053 1.507
H 1.776 -0.547 0.191
H 1.104 -2.253 -0.604
H 0.055 -2.613 0.876
H -1.449 -2.284 -1.337
H -2.005 -1.575 0.153
H 0.630 0.629 -1.124
N 0.733 2.740 -0.046
N 1.043 -0.748 0.865
O -1.319 -0.140 -1.173
*
```

Results
- orbital gap (Ha) = 0.3370

Record 4
Formula: C5H10N2O
Source: the Open Molecules 2025 dataset
Level of theory: wB97M-V/def2-TZVPD

```
! wB97M-V def2-TZVPD RIJCOSX def2/J DEFGRID3
* xyz 0 1
C 1.709 0.844 -0.978
C 1.924 -0.691 1.023
C -0.691 -1.070 -0.551
C -2.802 -0.118 -0.002
C -2.436 0.916 0.672
H 1.300 1.754 -0.629
H 1.175 0.402 -1.931
H 3.004 1.074 -0.977
H 2.957 -1.480 1.209
H 1.045 -1.381 1.508
H 1.993 0.251 1.677
H -0.165 -1.765 -1.148
H -3.895 -0.134 -0.685
H -3.092 2.069 0.776
H -1.350 1.067 0.702
N 1.331 -0.367 -0.195
N -0.009 -0.151 -0.060
O -1.999 -1.221 -0.411
*
```

Results
- orbital gap (Ha) = 0.3361

Record 5
Formula: C5H10N2O
Source: the Open Molecules 2025 dataset
Level of theory: wB97M-V/def2-TZVPD

```
! wB97M-V def2-TZVPD RIJCOSX def2/J DEFGRID3
* xyz 0 1
C 0.239 -0.616 0.711
C -0.521 0.764 -0.368
C -1.676 1.269 0.480
N 1.253 -1.210 -0.061
N 0.618 -0.263 2.029
C 0.218 -0.313 -2.021
C 1.148 -1.110 -1.435
O -1.011 0.078 -1.507
H 2.189 -1.148 0.325
H -0.669 -1.218 0.674
H 0.118 1.620 -0.625
H 1.297 0.492 2.076
H 0.389 -0.965 2.715
H 0.293 -0.094 -3.077
H 1.994 -1.467 -1.999
H -2.328 0.443 0.751
H -1.298 1.719 1.397
H -2.254 2.020 -0.065
*
```

Results
- orbital gap (Ha) = 0.3199

Record 6
Formula: C5H10N2O
Source: the Open Molecules 2025 dataset
Level of theory: wB97M-V/def2-TZVPD

```
! wB97M-V def2-TZVPD RIJCOSX def2/J DEFGRID3
* xyz 0 1
C -2.191 0.042 0.320
C 0.738 -1.352 -1.392
C 0.811 1.480 -0.162
C 0.763 0.337 0.481
N 1.108 0.172 1.850
C 0.005 -0.793 -0.180
O -1.253 -0.254 -0.684
N 1.088 2.478 -0.812
H 1.622 0.971 2.203
H 1.657 -0.669 1.992
H 0.425 3.247 -0.861
H -0.174 -1.573 0.578
H -2.455 -0.854 0.896
H -3.080 0.422 -0.181
H -1.809 0.796 1.017
H 0.894 -0.562 -2.121
H 1.706 -1.748 -1.092
H 0.146 -2.140 -1.850
*
```

Results
- orbital gap (Ha) = 0.3177

Calculated HOMO energy, -8.033, -7.390, -8.183, -8.219, -7.738, -7.691 eV (same order as the records).
Calculated energy relative to the best compared isomer or geometry (same formula, charge and spin), 23.4, 62.7, 108.2, 175.8, 68.7, 57.4 kcal per mole (same order as the records).
Calculated LUMO, 0.47, 0.83, 0.99, 0.93, 0.97, 0.95 eV (same order as the records).